Entry 1:
{
  "formula": "C2H6BrIO2Si",
  "method": "the ωB97M-V functional and the def2-TZVPD basis",
  "homo_energy_ev": [-8.977, -8.977],
  "e_lumo_ev": [-1.50, -1.50],
  "fmax_ev_per_a": 3.49,
  "gap_ev": [7.5, 7.5],
  "e_above_lowest_kj_mol": 149.5,
  "total_energy_ha": -3391.5546,
  "elements": ["C", "C", "O", "O", "Si", "Br", "I", "H", "H", "H", "H", "H", "H"],
  "positions_angstrom": [[-2.098, -0.738, -0.187], [2.104, -0.184, 0.796], [-1.262, -0.237, -1.160], [1.254, -0.349, -0.344], [0.072, 0.532, -0.996], [0.351, 1.160, -3.051], [-0.377, 2.721, 1.469], [-3.003, -0.110, -0.117], [-1.482, -0.585, 0.759], [-2.424, -1.767, -0.264], [1.799, -0.990, 1.596], [1.917, 0.912, 1.111], [3.151, -0.365, 0.389]],
  "atomic_forces_ev_per_a": [[-0.1, 1.0, 3.3], [0.1, 0.3, 0.5], [-1.6, -0.9, -1.7], [-0.7, 0.2, -0.4], [1.9, 1.1, 1.2], [0.5, 0.5, 0.1], [0.3, -1.4, -1.7], [0.4, -0.2, 0.0], [-1.5, -0.7, -0.4], [0.5, -0.3, -0.6], [0.7, 1.8, -1.4], [0.8, -1.9, 0.3], [-1.2, 0.3, 1.0]],
  "lowdin_charge": [-0.136, -0.134, -0.309, -0.307, -0.087, 0.509, -0.044, 0.101, 0.085, 0.089, 0.122, 0.011, 0.100]
}

---

Entry 2:
{
  "formula": "C2H6BrOP",
  "method": "the ωB97M-V functional and the def2-TZVPD basis",
  "homo_energy_ev": [-7.925, -8.027],
  "e_lumo_ev": [-0.73, 0.22],
  "fmax_ev_per_a": 6.02,
  "gap_ev": [7.2, 8.2],
  "e_above_lowest_kj_mol": 522.3,
  "total_energy_ha": -3070.2589,
  "elements": ["C", "C", "O", "P", "Br", "H", "H", "H", "H", "H", "H"],
  "positions_angstrom": [[1.473, -0.245, 0.413], [-0.984, -0.424, -0.941], [0.602, -0.074, 1.395], [-0.400, 1.186, 1.618], [-2.139, -1.523, 0.160], [1.596, 0.616, -0.190], [1.935, -1.217, 0.278], [-0.005, -0.942, -1.277], [-1.591, 0.012, -1.820], [0.312, 2.250, 0.742], [-0.798, 0.361, -0.378]],
  "atomic_forces_ev_per_a": [[0.1, -0.2, 0.8], [-0.8, -3.4, -4.9], [0.4, -0.5, -0.2], [0.5, 1.9, 0.3], [0.2, -0.1, -0.4], [0.6, 0.4, -0.8], [-0.1, 0.2, 0.2], [-2.2, 0.6, 0.5], [1.0, -1.2, 1.2], [-0.7, -1.4, 0.8], [1.0, 3.6, 2.5]],
  "lowdin_charge": [-0.137, -0.593, -0.606, 0.799, 0.552, 0.049, 0.087, 0.059, 0.067, -0.080, -0.196]
}

---

Entry 3:
{
  "formula": "C2H6CaO2",
  "method": "the ωB97M-V functional and the def2-TZVPD basis",
  "homo_energy_ev": [-14.292, -13.796],
  "s_squared": 0.756,
  "e_lumo_ev": [-5.36, -5.32],
  "fmax_ev_per_a": 5.01,
  "gap_ev": [8.9, 8.5],
  "e_above_lowest_kj_mol": 247.4,
  "total_energy_ha": -907.5289,
  "multiplicity": 2,
  "charge": 1,
  "elements": ["O", "Ca", "C", "C", "H", "H", "H", "H", "H", "O", "H"],
  "positions_angstrom": [[-0.322, 2.012, 1.931], [1.105, 2.431, 0.351], [-0.139, -0.483, 0.163], [-0.327, -0.813, -1.287], [-0.928, 0.285, 0.898], [-0.126, -1.370, 0.812], [-0.409, 0.091, -1.907], [0.499, -1.431, -1.665], [-1.247, -1.403, -1.414], [1.011, 0.326, 0.482], [0.883, 0.357, 1.635]],
  "atomic_forces_ev_per_a": [[0.8, 0.2, -0.6], [-0.7, 0.9, 0.6], [-2.9, 1.7, 3.7], [-0.1, 0.3, -0.1], [0.7, -2.5, -3.0], [0.3, 0.0, -0.5], [0.0, -0.2, 0.0], [-0.1, 0.2, 0.2], [0.3, 0.3, 0.1], [1.3, -1.2, 3.9], [0.6, 0.2, -4.4]],
  "mulliken_spin": [0.998, -0.015, 0.032, -0.005, -0.014, -0.001, 0.000, 0.004, 0.000, 0.007, -0.007]
}